# 1
Density functional theory data (ωB97M-V/def2-TZVPD) for a cluster of 3 separate species, C30H60FN2O15P3 in total at a distorted geometry.

```
111
Properties=species:S:1:pos:R:3:forces:R:3:mulliken_charge:R:1
C 1.096 0.312 3.415 -0.06 0.21 -0.98 -0.743
C 1.430 1.460 2.466 0.85 -0.11 0.77 -0.202
O 1.104 1.175 1.098 -0.61 -0.42 0.85 -0.338
C -0.206 1.382 0.692 -0.33 1.63 -0.92 0.223
C -0.168 2.783 -0.046 -0.29 -0.22 0.09 -0.569
C -0.523 3.901 0.889 0.61 0.28 0.32 -0.045
O 0.249 4.587 1.463 0.04 0.11 0.15 -0.521
F -1.844 4.150 1.029 -0.23 -0.29 -0.34 -0.207
O -1.163 1.588 1.726 0.37 -0.98 0.10 -0.405
C -2.286 0.826 1.523 0.01 -0.09 0.54 -1.129
O -3.042 0.689 2.430 -0.38 0.01 -0.18 -0.499
C -2.306 0.247 0.099 0.27 0.02 -0.50 2.788
C -3.065 -1.128 -0.034 -0.28 0.23 0.67 -1.778
N -3.373 -1.851 1.182 0.10 -0.63 -0.62 -0.581
C -3.073 1.206 -0.846 -0.42 1.51 1.01 -1.703
C -4.295 1.838 -0.140 -0.63 -0.74 -1.60 0.276
C -5.601 1.552 -0.853 -0.77 -2.26 3.14 -0.889
O -5.124 0.949 0.494 0.55 0.21 0.66 -0.397
C -0.746 0.201 -0.163 -0.44 0.01 -0.02 2.023
C -0.237 0.402 -1.609 -0.45 -0.43 0.01 -1.549
C -0.354 -0.783 -2.578 0.14 -0.27 0.18 -0.553
C 0.829 -1.764 -2.630 0.05 0.30 -0.52 -1.186
C 2.204 -1.127 -2.582 0.56 -0.72 -0.10 -0.974
N 2.509 -0.368 -3.816 0.33 -0.07 0.17 -0.179
C 3.776 0.314 -3.699 0.03 0.53 -0.08 0.502
C 5.043 -0.455 -3.399 0.18 -0.34 0.38 -0.999
O 3.835 1.502 -3.856 -0.11 0.11 0.01 -0.525
P -0.111 -1.401 0.535 1.86 -0.01 -0.42 -0.072
O 1.355 -1.590 0.410 0.13 0.00 0.06 -0.829
H 1.315 0.595 4.441 0.03 -0.07 0.06 0.391
H 0.048 0.047 3.290 -0.08 -0.03 0.40 0.086
H 1.716 -0.521 3.086 -0.08 -0.23 0.31 0.203
H 1.055 2.419 2.819 -0.37 0.01 -0.27 0.283
H 2.516 1.547 2.476 0.02 0.15 -0.24 0.416
H -0.844 2.854 -0.891 0.13 -0.06 -0.12 0.588
H 0.862 2.958 -0.333 -0.04 0.01 -0.33 0.530
H -2.542 -1.765 -0.745 0.13 0.06 -0.01 0.292
H -4.024 -0.921 -0.494 -0.02 0.04 -0.06 0.555
H -4.241 -1.531 1.579 0.16 0.23 0.27 0.359
H -2.637 -1.848 1.868 -0.13 0.06 0.20 0.290
H -2.511 2.094 -1.125 0.28 -0.28 -0.33 0.344
H -3.464 0.718 -1.734 0.51 -0.31 -0.12 0.290
H -4.184 2.828 0.292 0.11 -0.05 0.21 0.496
H -6.549 1.830 -0.403 -0.11 1.53 -1.11 0.478
H -5.732 0.567 -1.294 0.41 0.65 -1.63 0.181
H -0.822 1.207 -2.047 -0.04 0.05 0.05 0.421
H 0.778 0.788 -1.536 0.13 -0.18 -0.16 0.903
H -0.518 -0.377 -3.575 0.12 0.05 -0.04 0.429
H -1.251 -1.370 -2.367 -0.14 0.15 -0.03 -0.109
H 0.799 -2.541 -1.870 -0.11 0.12 0.19 0.258
H 0.757 -2.289 -3.589 -0.05 -0.10 0.02 0.684
H 2.926 -1.946 -2.473 -0.05 -0.07 0.16 0.330
H 2.355 -0.518 -1.693 -0.17 0.22 -0.07 0.633
H 2.669 -1.057 -4.551 -0.31 -0.06 -0.05 0.337
H 5.655 0.136 -2.721 -0.01 0.12 -0.03 0.298
H 4.886 -1.424 -2.931 -0.13 -0.05 -0.09 0.341
H 5.635 -0.608 -4.301 -0.15 0.07 -0.16 0.315
H -0.515 -1.489 1.881 -0.56 0.10 -0.17 0.200
H -0.731 -2.451 -0.163 -0.59 0.24 0.27 0.227
C 4.466 3.685 8.380 -0.08 -0.17 0.01 -0.928
C 5.374 3.393 7.200 0.00 0.35 -0.06 -0.270
O 5.731 2.013 7.103 -0.72 -0.07 0.62 -0.317
P 4.548 0.900 6.974 6.79 -2.51 -2.89 1.227
O 3.970 1.198 5.627 -3.37 0.99 2.13 -0.740
O 5.414 -0.421 6.476 -0.08 -0.12 0.36 -0.436
C 4.927 -1.266 5.430 0.12 0.18 -0.23 -0.196
C 5.668 -0.999 4.134 0.19 -0.08 -0.04 -1.165
O 4.579 0.348 8.488 -2.78 1.47 -0.21 -0.446
C 5.733 -0.235 9.117 0.37 -0.51 0.81 -0.140
C 6.746 0.760 9.644 0.13 0.25 -0.36 -0.961
H 3.480 3.229 8.240 0.00 0.06 -0.02 0.314
H 4.327 4.759 8.499 -0.03 0.00 -0.04 0.400
H 4.880 3.281 9.304 0.06 0.05 0.00 0.145
H 4.905 3.716 6.267 -0.01 -0.07 -0.01 0.249
H 6.308 3.944 7.306 0.07 -0.13 -0.02 0.318
H 3.855 -1.133 5.293 0.00 0.08 0.00 0.220
H 5.088 -2.297 5.751 0.05 0.03 0.09 0.361
H 5.773 0.069 3.952 -0.19 0.03 0.03 0.284
H 5.147 -1.450 3.287 0.00 -0.02 0.01 0.351
H 6.675 -1.419 4.178 0.00 0.00 -0.01 0.341
H 6.205 -0.968 8.470 -0.14 0.15 -0.28 0.237
H 5.325 -0.791 9.963 -0.24 0.12 -0.06 0.346
H 7.394 1.131 8.853 -0.07 0.07 -0.04 0.254
H 7.386 0.269 10.378 -0.12 -0.07 0.05 0.415
H 6.260 1.615 10.114 -0.02 -0.07 0.10 0.162
C -2.247 0.133 -7.175 0.01 -0.21 0.10 -0.855
C -3.559 0.590 -6.566 0.19 0.34 -0.03 -0.141
O -4.527 -0.462 -6.456 0.46 -0.51 -0.02 -0.310
P -4.144 -1.783 -5.611 -5.29 0.80 -0.18 0.559
O -3.793 -1.350 -4.241 2.60 -0.96 -0.71 -0.166
O -5.618 -2.458 -5.409 0.42 0.09 -0.35 -0.449
C -5.986 -2.987 -4.132 -0.12 0.14 0.26 -0.253
C -6.926 -2.040 -3.417 -0.22 0.04 0.02 -1.062
O -3.690 -2.781 -6.766 1.87 0.47 1.20 -0.379
C -4.541 -3.171 -7.860 -0.10 -0.62 -0.72 -0.196
C -4.633 -2.168 -8.991 -0.19 0.37 0.19 -0.977
H -1.720 -0.554 -6.505 0.02 0.07 0.00 0.215
H -1.596 0.988 -7.361 -0.01 0.02 0.05 0.421
H -2.410 -0.393 -8.113 -0.01 0.09 -0.04 0.122
H -3.389 1.030 -5.580 -0.04 -0.08 0.03 0.135
H -4.014 1.355 -7.194 -0.13 -0.09 0.00 0.348
H -5.100 -3.176 -3.528 0.04 0.08 -0.02 0.256
H -6.472 -3.949 -4.303 0.00 0.03 -0.15 0.336
H -6.583 -1.008 -3.500 0.18 -0.04 0.06 0.200
H -7.000 -2.302 -2.360 -0.02 -0.01 -0.01 0.357
H -7.927 -2.079 -3.848 0.01 -0.02 -0.01 0.387
H -5.529 -3.453 -7.505 0.03 0.19 0.29 0.247
H -4.083 -4.083 -8.245 0.18 0.03 0.17 0.361
H -5.333 -1.366 -8.762 0.07 0.06 0.06 0.250
H -5.002 -2.667 -9.888 0.08 -0.11 0.04 0.417
H -3.665 -1.720 -9.209 0.03 -0.12 -0.08 0.165
```
Forces are in eV/Å.

Multiplicity: 1
Structure (SMILES): CCO[C@]1(CC(=O)F)OC(=O)[C@@](CN)(C[C@H]2CO2)[C@]1(CCCCNC(C)=O)[PH2]=O.CCOP(=O)(OCC)OCC.CCOP(=O)(OCC)OCC
HOMO-LUMO gap (eV): 9.015

***

# 2
Density functional theory data (ωB97M-V/def2-TZVPD) for a cluster of 13 separate species, C30H60N11O20 in total at a distorted geometry.

```
121
Properties=species:S:1:pos:R:3:forces:R:3:mulliken_charge:R:1
C -0.613 3.180 1.674 0.20 -0.24 0.69 -0.850
C -0.076 1.800 1.264 0.55 1.22 0.22 1.300
C -0.864 1.177 0.155 -0.86 -1.15 0.68 -0.811
N -0.311 -0.155 -0.296 -0.21 0.46 -0.58 0.909
C 1.009 0.110 -0.935 0.29 -0.25 0.30 0.121
C -0.258 -1.193 0.797 0.09 -0.06 0.03 0.424
C -0.147 -2.496 0.040 0.41 -0.29 -1.04 -1.038
C -0.943 -2.262 -1.277 0.68 -0.24 0.17 0.191
C -1.241 -0.771 -1.298 -0.15 -0.04 -0.22 -1.124
H -0.826 3.857 0.852 0.11 -0.09 -0.07 -0.042
H 0.161 3.595 2.320 -0.07 0.40 -0.16 -0.151
H -1.488 3.144 2.322 -0.19 -0.30 -0.26 0.313
H 0.016 1.225 2.186 -0.25 -0.43 -0.24 -0.332
H 0.953 1.980 0.944 -0.04 -0.09 -0.13 -0.075
H -0.965 1.821 -0.716 0.21 0.03 -0.08 0.233
H -1.869 0.910 0.493 -0.07 0.34 0.05 0.203
H 0.871 0.833 -1.735 -0.01 -0.04 -0.07 -0.293
H 1.449 -0.806 -1.318 -0.01 -0.01 -0.04 0.239
H 1.639 0.536 -0.163 0.26 -0.10 -0.12 -0.166
H 0.609 -1.000 1.418 -0.15 0.10 0.25 0.326
H -1.207 -1.118 1.324 0.08 0.12 0.20 -0.062
H 0.908 -2.652 -0.201 -0.07 -0.01 -0.07 -0.190
H -0.466 -3.431 0.488 -0.24 0.31 0.69 0.538
H -0.299 -2.571 -2.102 -0.24 0.08 -0.17 -0.504
H -1.845 -2.868 -1.306 -0.07 0.06 -0.07 0.514
H -1.071 -0.289 -2.258 -0.04 0.02 0.02 0.466
H -2.258 -0.575 -0.962 0.04 0.10 0.06 0.572
C 3.066 3.605 2.889 0.09 0.37 -0.37 -0.560
N 2.328 4.679 3.615 0.75 0.32 -0.62 0.997
O 1.690 5.472 2.954 -0.40 0.03 -0.15 -0.526
O 2.517 4.751 4.799 -0.22 -0.13 0.68 -0.586
H 2.687 2.651 3.229 0.17 -0.12 0.06 0.217
H 4.115 3.780 3.112 0.00 -0.33 0.34 0.380
H 2.953 3.757 1.819 -0.37 -0.12 0.01 0.111
C 5.054 -0.662 2.322 0.00 0.43 -0.18 -0.969
N 3.643 -0.551 1.873 -0.17 -0.32 0.06 0.799
O 3.164 -1.493 1.274 0.10 -0.10 -0.10 -0.396
O 3.032 0.449 2.173 -0.12 0.28 -0.10 -0.442
H 5.676 -0.860 1.455 -0.08 -0.22 -0.06 0.297
H 5.080 -1.472 3.041 0.15 -0.02 0.07 0.320
H 5.314 0.304 2.737 0.08 -0.11 0.25 0.336
C 5.468 -3.185 -1.192 0.36 -0.36 -0.08 -0.993
N 4.138 -2.596 -1.500 0.34 0.66 0.52 0.913
O 3.195 -3.348 -1.544 -0.43 -0.53 -0.09 -0.437
O 4.057 -1.392 -1.624 0.21 0.07 0.03 -0.434
H 5.549 -3.341 -0.117 -0.41 -0.11 -0.01 0.294
H 6.278 -2.520 -1.467 -0.23 0.21 -0.34 0.340
H 5.516 -4.131 -1.724 0.08 0.02 0.12 0.328
C -2.893 -3.759 -4.781 -0.33 0.61 -0.43 -0.817
N -1.730 -4.575 -4.380 0.15 -0.04 0.59 0.986
O -0.943 -4.904 -5.225 0.12 -0.11 -0.72 -0.502
O -1.618 -4.859 -3.198 -0.43 0.12 0.12 -0.497
H -3.180 -3.119 -3.956 -0.02 -0.16 0.17 0.207
H -3.712 -4.408 -5.077 0.07 -0.21 0.16 0.312
H -2.620 -3.151 -5.640 0.18 -0.14 0.00 0.346
C 1.313 -5.755 -3.325 -0.16 0.11 0.48 0.127
N 2.389 -5.969 -4.320 0.09 0.35 0.12 1.040
O 3.140 -6.892 -4.105 0.21 -0.33 -0.02 -0.621
O 2.471 -5.211 -5.266 -0.12 0.04 0.07 -0.561
H 0.589 -6.555 -3.431 -0.03 0.02 -0.12 0.361
H 0.857 -4.788 -3.466 -0.01 0.03 -0.33 -0.509
H 1.733 -5.801 -2.327 0.28 -0.20 -0.03 0.155
C -5.304 -2.508 0.056 0.18 -0.14 0.09 -0.778
N -4.119 -2.289 0.935 -0.34 0.62 -0.02 0.829
O -3.707 -3.227 1.557 0.34 -0.55 0.23 -0.509
O -3.658 -1.159 1.000 0.06 0.06 -0.22 -0.412
H -4.938 -2.942 -0.871 0.03 -0.06 0.01 0.232
H -5.777 -1.554 -0.125 -0.07 0.06 0.06 0.296
H -5.923 -3.222 0.587 -0.17 0.02 -0.14 0.347
C -2.088 -1.098 4.140 0.13 -0.06 -0.44 -0.799
N -0.784 -0.384 4.246 -0.35 0.28 -0.21 1.048
O -0.837 0.788 4.552 0.03 0.10 0.17 -0.556
O 0.228 -0.972 3.943 0.36 -0.33 0.01 -0.547
H -2.560 -1.094 5.114 -0.07 0.03 0.04 0.322
H -1.918 -2.091 3.740 0.10 -0.10 0.24 0.330
H -2.653 -0.527 3.407 -0.21 0.08 0.20 0.242
C -4.320 4.325 -1.921 -0.52 0.08 0.44 -0.927
N -3.287 3.790 -0.993 -0.15 0.29 -0.22 0.949
O -3.660 3.106 -0.070 -0.02 -0.32 0.19 -0.512
O -2.133 4.086 -1.219 0.29 -0.05 -0.15 -0.447
H -4.447 3.629 -2.743 0.26 0.02 -0.12 0.304
H -4.012 5.314 -2.231 0.12 -0.04 -0.22 0.332
H -5.246 4.364 -1.355 0.01 0.03 -0.02 0.324
C 1.042 5.363 -0.685 0.50 -0.06 0.44 -0.556
N 1.596 4.353 -1.632 -0.21 -0.14 0.40 1.038
O 1.368 4.529 -2.804 0.08 -0.03 -0.31 -0.562
O 2.218 3.407 -1.172 -0.10 0.18 -0.06 -0.544
H 1.163 4.990 0.327 -0.14 -0.11 -0.03 0.098
H 0.007 5.536 -0.950 -0.01 0.09 -0.08 0.219
H 1.656 6.256 -0.774 -0.15 0.08 -0.27 0.353
C 2.047 -6.648 1.628 0.40 0.25 -0.25 -0.662
N 0.696 -6.619 1.014 0.08 -0.48 0.09 0.947
O -0.231 -6.245 1.693 -0.19 0.25 0.17 -0.540
O 0.618 -6.975 -0.142 0.00 0.11 -0.18 -0.524
H 2.534 -5.748 1.251 0.07 0.02 0.14 0.173
H 2.586 -7.507 1.246 -0.12 -0.11 -0.03 0.299
H 1.988 -6.640 2.708 -0.22 0.03 0.02 0.311
C 0.391 0.715 -4.657 -0.61 0.82 1.37 -0.721
C 0.420 -0.653 -4.412 0.26 0.12 0.12 -0.053
C 1.643 -1.289 -4.232 -0.44 -0.28 -0.07 -0.322
C 2.823 -0.559 -4.242 -0.11 0.09 -0.59 -0.580
C 2.762 0.823 -4.319 -0.14 -0.02 -0.07 -0.554
C 1.528 1.474 -4.449 1.28 -0.30 -0.62 -0.540
H -0.540 1.265 -4.764 -0.09 -0.32 -0.18 0.331
H -0.504 -1.199 -4.255 0.00 -0.14 -0.55 0.636
H 1.638 -2.367 -4.135 0.23 -0.06 0.07 0.483
H 3.778 -1.063 -4.303 0.02 -0.02 0.32 0.497
H 3.679 1.398 -4.353 -0.06 0.04 0.23 0.424
H 1.570 2.555 -4.466 -0.47 0.00 -0.16 0.477
C -2.294 5.387 5.812 -0.44 -0.16 0.14 -0.565
C -2.298 4.664 4.630 0.06 -0.07 -0.18 -0.001
C -3.219 4.967 3.628 -0.13 -0.31 0.32 -0.129
C -4.135 5.981 3.830 -0.12 0.71 0.06 -0.474
C -4.073 6.777 4.975 -0.02 -0.39 -0.13 -0.463
C -3.187 6.438 5.985 0.37 0.31 0.00 -0.352
H -1.677 5.097 6.652 0.27 0.03 -0.19 0.371
H -1.596 3.850 4.489 -0.03 0.00 0.06 0.273
H -3.280 4.359 2.733 0.09 0.04 -0.03 0.348
H -4.906 6.216 3.105 0.17 -0.12 -0.15 0.356
H -4.731 7.632 5.057 -0.05 -0.07 0.17 0.358
H -3.120 7.014 6.900 -0.20 0.03 -0.05 0.355
```
Forces are in eV/Å.

Multiplicity: 1
Charge: +1
HOMO-LUMO gap (eV): 8.207
Relative energy (zero: lowest compared OMol25 entry of this formula, charge and spin) (kJ/mol): 0.0